Here is a molecular structure, C36H32ClCrO4P2 at a distorted geometry from the Open Molecules 2025 dataset. Energies are from ωB97M-V/def2-TZVPD.

Values from the calculation:
- Total charge: +2
- HOMO level (alpha / beta): -14.7 / -14.8 eV
- Frontier orbital gap (alpha / beta): 4.64 / 7.40 eV
- 2S+1: 4
- E_tot: -3878.42650 a.u.

Atoms and positions in Å:
C1 0.0786 -2.2057 -1.4756
C2 0.2827 -0.9131 -1.9945
C3 1.5013 -0.6015 -2.6293
C4 2.4611 -1.5898 -2.8148
C5 2.2191 -2.8869 -2.3503
C6 1.0473 -3.1876 -1.6480
P1 -0.9131 0.3781 -1.6605
C7 -0.6815 1.6534 -2.9162
C8 -0.1583 2.9071 -2.5276
C9 0.1834 3.8320 -3.5116
C10 -0.0762 3.5672 -4.8657
C11 -0.7184 2.3755 -5.2282
C12 -1.0381 1.4246 -4.2520
Cr1 -0.6990 1.4520 0.3822
P2 0.5643 0.1764 1.8178
C13 2.2026 -0.0612 1.1012
C14 2.8466 -1.3057 1.0879
C15 4.1195 -1.4297 0.5413
C16 4.7307 -0.3283 -0.0637
C17 4.0644 0.9015 -0.1245
C18 2.8045 1.0407 0.4512
C19 0.7570 1.1590 3.3318
C20 -0.3989 1.6696 3.9602
C21 -0.2667 2.4612 5.1017
C22 1.0011 2.7668 5.6207
C23 2.1407 2.2749 4.9771
C24 2.0222 1.4548 3.8523
C25 -0.1376 -1.4123 2.2902
C26 -1.4262 -1.7718 1.8357
C27 -1.9763 -2.9873 2.2349
C28 -1.2858 -3.8263 3.1213
C29 -0.0235 -3.4545 3.5993
C30 0.5491 -2.2535 3.1796
C31 -2.5454 -0.3357 -1.9003
C32 -2.7781 -1.4291 -2.7483
C33 -4.0706 -1.9386 -2.8976
C34 -5.1377 -1.3689 -2.1968
C35 -4.9067 -0.2791 -1.3446
C36 -3.6260 0.2485 -1.2014
H1 -1.3884 1.4395 3.5487
H2 -1.1665 2.8104 5.6121
H3 1.0769 3.3547 6.5377
H4 3.1270 2.5009 5.3776
H5 2.9157 1.0379 3.3909
H6 2.3747 -2.1822 1.5373
H7 4.6380 -2.3874 0.6055
H8 5.7344 -0.4093 -0.4840
H9 4.5241 1.7668 -0.6009
H10 2.2790 2.0017 0.4084
H11 -1.9758 -1.1028 1.1616
H12 -2.9528 -3.2791 1.8403
H13 -1.7528 -4.7620 3.4316
H14 0.5285 -4.1015 4.2868
H15 1.5491 -1.9810 3.5336
H16 -1.9606 -1.8996 -3.3040
H17 -4.2416 -2.7759 -3.5774
H18 -6.1604 -1.7373 -2.3197
H19 -5.7401 0.1782 -0.8066
H20 -3.4380 1.1173 -0.5533
H21 -0.0395 3.1293 -1.4550
H22 0.6574 4.7734 -3.2292
H23 0.2139 4.3082 -5.6169
H24 -0.9633 2.1801 -6.2749
H25 -1.5620 0.5081 -4.5345
H26 1.6717 0.3947 -3.0355
H27 3.3819 -1.3556 -3.3502
H28 2.9488 -3.6666 -2.5467
H29 0.8732 -4.1988 -1.2749
H30 -0.8575 -2.4587 -0.9793
H31 3.2263 -5.3638 -1.5355
H32 2.5014 -5.4917 -1.3619
O1 -3.4737 5.0437 0.6511
Cl1 -2.5699 4.3413 1.5201
O2 -1.4406 5.1497 1.8946
O3 -3.2316 3.7980 2.6713
O4 -2.0190 3.1424 0.6960